(1)
{"formula": "C2H4N", "method": "ωB97M-V/def2-TZVPD", "largest_force_ev_per_a": 2.89, "relative_energy_kj_mol": 508.9, "homo_lumo_gap_ev": [11.95, 6.85], "energy_ha": -132.821318, "homo_energy_ev": [-18.178, -17.739], "total_charge": 1, "spin_multiplicity": 1, "symbols": ["C", "C", "N", "H", "H", "H", "H"], "positions_angstrom": [[-0.607795, 1.062023, -0.658302], [0.566451, -0.839881, 0.506642], [-0.074236, 0.196230, -0.131583], [-2.061639, 3.051176, -1.912244], [0.080859, -1.781710, 0.236761], [1.610799, -0.869361, 0.196833], [0.498392, -0.687760, 1.587331]], "atomic_forces_ev_per_a": [[-0.247, 0.195, -0.149], [0.908, -1.732, 1.084], [-1.318, 2.190, -1.350], [0.598, -0.799, 0.506], [0.057, 0.139, 0.044], [-0.040, 0.042, 0.023], [0.041, -0.034, -0.159]]}

(2)
{"formula": "C2H4N", "method": "ωB97M-V/def2-TZVPD", "largest_force_ev_per_a": 3.39, "relative_energy_kj_mol": 618.2, "homo_lumo_gap_ev": [8.89, 6.72], "energy_ha": -132.779671, "homo_energy_ev": [-16.882, -15.021], "total_charge": 1, "spin_multiplicity": 1, "symbols": ["C", "C", "N", "H", "H", "H", "H"], "positions_angstrom": [[1.215696, -0.760157, -0.767698], [-1.401182, 0.887278, 0.904412], [0.565664, 0.233945, -0.830563], [1.972446, -0.906076, -1.566242], [1.272638, -1.622408, -0.096270], [-1.290441, 1.842918, 1.408586], [-2.334821, 0.324500, 0.947775]], "atomic_forces_ev_per_a": [[1.877, -2.729, 0.055], [1.025, -0.795, -0.358], [-2.210, 2.545, 0.388], [-0.078, 0.426, -0.241], [-0.484, 0.189, 0.418], [-0.013, 0.280, -0.090], [-0.117, 0.084, -0.172]]}

(3)
{"formula": "C2H4N2", "method": "ωB97M-V/def2-TZVPD", "largest_force_ev_per_a": 3.96, "relative_energy_kj_mol": 258.6, "homo_lumo_gap_ev": 10.73, "energy_ha": -188.019839, "homo_energy_ev": -10.024, "total_charge": 0, "spin_multiplicity": 1, "smiles": "CC1N=N1", "symbols": ["C", "C", "N", "N", "H", "H", "H", "H"], "positions_angstrom": [[-0.780582, 0.029705, 0.265668], [0.505788, 0.006590, -0.516609], [1.773163, 0.433114, 0.147610], [1.554306, -0.776204, 0.077458], [-1.307184, 0.881316, 0.183041], [-0.622950, 0.044718, 1.258086], [-1.485386, -0.755818, 0.119446], [0.362842, 0.136580, -1.534698]], "atomic_forces_ev_per_a": [[1.225, -1.405, -1.699], [-1.193, 0.173, 2.373], [-0.954, -1.002, -0.280], [1.182, 0.372, -0.302], [-1.847, 3.316, -1.122], [1.160, -0.393, 3.701], [-0.188, -0.994, -0.700], [0.615, -0.067, -1.972]]}

(4)
{"formula": "C2H4N2", "method": "ωB97M-V/def2-TZVPD", "largest_force_ev_per_a": 1.16, "relative_energy_kj_mol": 351.1, "homo_lumo_gap_ev": 8.74, "energy_ha": -187.984586, "homo_energy_ev": -8.343, "total_charge": 0, "spin_multiplicity": 1, "symbols": ["N", "C", "C", "N", "H", "H", "H", "H"], "positions_angstrom": [[0.786125, -0.494762, -0.495400], [-0.631474, 0.133842, -0.257487], [-0.834568, 0.542295, 1.084483], [-0.995030, 0.808070, 2.207739], [1.464828, 0.059617, -1.010815], [1.167272, -0.909607, 0.346866], [-0.161035, -1.026838, -0.856299], [-0.796118, 0.887384, -1.019087]], "atomic_forces_ev_per_a": [[0.193, -0.101, 0.017], [-0.202, 0.370, 0.068], [-0.100, 0.221, 0.996], [0.157, -0.278, -1.117], [-0.154, -0.066, 0.065], [-0.084, 0.057, -0.096], [0.185, -0.126, -0.034], [0.005, -0.078, 0.101]]}